The following is a DFT calculation (wB97M-V/def2-TZVPD) of C13H30GaINO7 as an isolated structure.

```
53
Properties=species:S:1:pos:R:3:forces:R:3:mulliken_charge:R:1
C 0.19098 -2.78318 1.97070 0.058 0.037 0.031 -0.4598
C -1.26104 -2.73939 1.47885 -0.058 0.047 0.010 -0.2120
C -2.22663 -2.10744 2.49170 0.014 -0.026 0.092 -0.9177
N -1.91697 -0.75251 2.88897 0.158 -0.029 -0.149 -0.1305
Ga -1.03757 -0.27024 4.50897 0.050 -0.140 -0.105 0.1323
I -2.58586 -1.32496 6.40192 -0.053 -0.044 0.090 -0.5481
C -1.01948 1.70851 4.76000 0.018 0.211 0.050 -0.8367
C -0.10407 2.42889 3.77636 0.054 -0.050 -0.099 -0.3485
O -0.88335 2.89271 2.67141 0.091 0.032 0.050 -0.3430
C -0.10399 3.43871 1.63550 0.053 0.062 -0.017 -0.5639
C 0.60601 2.37956 0.79359 0.014 -0.080 -0.090 -0.6550
H 0.68695 -3.72295 1.70784 -0.018 0.030 -0.054 0.3142
H 0.23391 -2.67084 3.05403 -0.015 -0.080 0.025 0.2145
H 0.78709 -1.96385 1.56309 -0.053 0.009 0.006 -0.1456
H -1.62138 -3.74842 1.24547 0.024 0.007 0.026 0.3728
H -1.32072 -2.17406 0.53911 0.002 -0.022 0.021 0.0117
H -3.24626 -2.18516 2.07486 0.047 0.033 -0.028 0.2611
H -2.23966 -2.73073 3.39529 0.012 0.000 -0.058 0.4128
H -1.63006 -0.19459 2.09163 -0.159 0.054 0.032 0.1382
H 0.40065 -0.95325 4.74313 -0.038 0.019 0.034 -0.2608
H -0.71011 1.93135 5.78614 0.045 -0.054 -0.047 0.3596
H -2.02752 2.11866 4.65214 0.037 0.009 -0.015 0.3287
H 0.68692 1.76404 3.39446 -0.025 0.002 0.071 0.1849
H 0.41894 3.29500 4.21868 -0.124 0.016 0.009 0.3297
H 0.62851 4.15414 2.04484 -0.036 -0.045 0.002 0.3192
H -0.79297 4.01917 1.01599 -0.019 -0.110 -0.018 0.3321
H -0.01245 1.48156 0.73215 -0.021 0.055 -0.029 0.0944
H 0.77767 2.73535 -0.22668 -0.001 0.043 0.058 0.3618
H 1.57121 2.07559 1.20031 -0.042 0.020 0.063 0.2653
C 2.99226 1.51742 -2.39695 0.000 -0.062 0.029 -0.4612
O 3.54199 0.19617 -2.29534 -0.019 -0.015 0.024 -0.3927
C 2.92389 -0.58588 -1.40706 -0.036 0.042 0.010 0.8111
O 1.98608 -0.26191 -0.72389 0.063 -0.022 -0.051 -0.4238
O 3.51184 -1.77806 -1.40950 -0.003 0.034 0.004 -0.3848
C 2.92687 -2.72305 -0.49811 -0.017 0.012 -0.019 -0.6532
H 3.63645 2.04007 -3.09697 -0.016 0.029 0.012 0.2533
H 1.97210 1.47878 -2.77677 0.014 0.000 -0.026 0.1437
H 2.99154 2.00530 -1.42377 0.022 0.009 -0.017 0.2718
H 1.87181 -2.86735 -0.72334 0.013 -0.014 -0.006 0.2761
H 3.01640 -2.37534 0.52892 0.030 0.006 -0.014 0.3158
H 3.48646 -3.64039 -0.65029 -0.028 -0.021 0.045 0.2744
C -0.61264 -0.36919 -2.83963 0.015 -0.013 -0.030 -0.4917
O -0.52947 0.40246 -4.05304 0.189 -0.142 -0.090 -0.2223
C -1.36888 0.03156 -5.01031 -0.665 0.565 0.354 0.7100
O -2.18847 -0.84763 -4.94016 0.249 -0.222 -0.135 -0.5452
O -1.24709 0.88858 -6.03186 0.169 -0.166 -0.111 -0.3364
C -2.15868 0.64656 -7.10721 0.044 -0.038 0.053 -0.6394
H 0.14748 0.04312 -2.18595 -0.045 -0.051 0.077 0.0056
H -1.60028 -0.27190 -2.39332 -0.001 0.025 -0.028 0.3561
H -0.41576 -1.41949 -3.04760 0.012 0.007 0.008 0.3186
H -3.18785 0.72505 -6.76041 0.010 0.027 0.001 0.2963
H -2.00424 -0.34830 -7.52218 0.008 0.019 -0.030 0.2935
H -1.94056 1.41175 -7.84571 -0.022 -0.017 -0.022 0.2124
```
Positions in Å, forces in eV/Å.

Results
- 2S+1 = 1
- HOMO-LUMO gap (Ha) = 0.2352
- DFT total energy (eV) = -90269.3892
- highest occupied orbital energy (eV) = -4.231
- E_LUMO (eV) = 2.17
- net charge = -1